Density functional theory data (ωB97M-V/def2-TZVPD) for the molecule C4H8O2.

Element x y z (Å)
C 1.53378 0.63115 0.08620
C 0.64118 -0.59073 -0.00798
O -0.00426 -0.89908 1.24782
C -1.28054 -0.48060 0.75207
C -0.73742 -0.38618 -0.67729
O -0.97520 0.78144 -1.40709
H 0.98950 1.51081 0.44981
H 2.34468 0.43269 0.79305
H 1.97107 0.87839 -0.88711
H 1.21357 -1.45332 -0.37256
H -1.58666 0.49325 1.17063
H -2.07846 -1.20504 0.94559
H -1.03145 -1.22749 -1.31252
H -0.99978 1.51471 -0.78061

Values from the calculation:
HOMO (eV): -9.86
SMILES: C[C@H]1OC[C@H]1O
E_LUMO (Ha): 0.033
Frontier orbital gap (hartree): 0.3956

***

Density functional theory data (ωB97M-V/def2-TZVPD) for a cluster of 6 separate species, C9H26F3NO7 in total in a non-equilibrium geometry.

Element x y z (Å)
N 0.59776 0.41319 0.04293
H 0.01447 0.94862 -0.59331
H 1.57852 0.20208 -0.25010
H 0.10779 -0.46854 0.32861
H 0.72188 0.99611 0.87920
C -2.12720 -1.63201 1.06756
O -2.53645 -1.12886 -0.23398
O -0.85352 -1.87194 1.12460
C -2.64617 -0.67965 2.17347
F -4.01400 -0.69197 2.30424
F -2.20097 -1.07145 3.37520
F -2.33250 0.62445 2.01575
C -3.85749 -1.42074 -0.58951
C -4.14287 -0.85314 -1.97484
H -3.40248 -1.20612 -2.69299
H -5.15880 -1.08752 -2.29969
H -4.08215 0.23922 -1.94733
H -4.59522 -0.97004 0.08356
H -4.05992 -2.49889 -0.66336
H -2.62263 -2.60888 1.30016
O 2.79368 -1.38985 -0.41323
C 3.11607 -0.90553 -1.68743
C 3.51463 -1.92456 -2.76725
O 2.69930 -2.96627 -3.00728
H 3.95057 -0.15748 -1.56338
H 2.24441 -0.26524 -2.01500
H 4.52128 -2.30208 -2.41355
H 3.75205 -1.36907 -3.72383
C 0.53879 1.44234 3.27220
O 0.39791 2.32333 2.16434
H -0.43534 1.09077 3.62116
H 1.04866 0.53596 2.93807
H 1.11952 1.75516 4.14706
H -0.07948 3.09123 2.48685
C -1.64209 1.63805 -2.17823
O -0.46139 2.39158 -1.79744
H -2.16685 2.12264 -3.00648
H -1.25429 0.70340 -2.57992
H -2.29841 1.48325 -1.32475
H -0.75442 3.30518 -1.83547
C 4.39761 0.94230 1.39056
O 3.31139 0.15339 1.77960
H 4.12043 1.52651 0.50670
H 4.63762 1.68059 2.17757
H 5.34886 0.40132 1.31717
H 3.19144 -0.54081 1.06178

Values from the calculation:
HOMO (eV): 1.35
Net charge: -2
E_LUMO (Ha): 0.156
Frontier orbital gap (hartree): 0.1065

***

Density functional theory data (ωB97M-V/def2-TZVPD) for the molecule C5H8O.

Element x y z (Å)
C -1.25582 -0.95696 -0.39802
C -0.57090 0.38336 -0.56471
C -0.17913 1.20310 0.62086
C 0.90461 0.58458 -0.23664
C 1.61926 -0.53199 0.41515
O 2.68840 -0.97696 0.06024
H -0.99675 -1.42311 0.55671
H -2.34345 -0.82829 -0.41319
H -0.98697 -1.65477 -1.19892
H -0.89993 0.92033 -1.45665
H -0.26603 0.73569 1.59056
H -0.32005 2.28079 0.62002
H 1.50604 1.20180 -0.90104
H 1.10074 -0.93759 1.30562

Values from the calculation:
HOMO (eV): -9.75
SMILES: C[C@H]1C[C@H]1C=O
E_LUMO (Ha): 0.039
Frontier orbital gap (hartree): 0.3975

***

Density functional theory data (ωB97M-V/def2-TZVPD) for a structure of composition C23H48Br4N4O6P in a non-equilibrium geometry.

Element x y z (Å)
C 3.91109 -5.28917 -4.80276
C 4.12232 -4.60906 -3.45235
C 4.20625 -3.07622 -3.55475
C 2.86298 -2.37751 -3.41236
O 2.88082 -1.47966 -2.24866
C 1.72855 -1.29182 -1.64612
N 0.88684 -0.43512 -2.18249
C -0.25469 -0.26634 -1.31747
O -1.40053 0.25496 -1.83714
Br 0.46728 1.22352 -0.12335
C -0.34573 -1.64833 -0.59108
C -0.91980 -2.86905 -1.36929
Br -1.10860 -4.40720 -0.29649
C -1.30160 -3.01306 -2.65964
C -1.37475 -1.99923 -3.78214
Br -1.88710 -4.68169 -3.30279
C -1.22593 -1.37068 0.68696
Br -0.74404 -2.34964 2.29583
C -2.74424 -1.38518 0.40117
C -3.63534 -2.49770 0.97517
C 1.23388 -1.91372 -0.40703
C 1.82314 -3.38941 -0.47946
N 3.26628 -3.34497 -0.28807
P 2.09522 -1.09144 1.20703
O 3.50061 -0.52018 0.63663
O 2.48928 -2.43769 2.01439
H 3.16848 -4.76419 -5.40705
H 3.53630 -6.30389 -4.65946
H 4.84242 -5.37697 -5.36231
H 5.01164 -5.00954 -2.96365
H 3.28411 -4.87734 -2.79907
H 4.64509 -2.81895 -4.52062
H 4.89849 -2.68991 -2.80434
H 2.03594 -3.08672 -3.34563
H 2.66968 -1.75466 -4.28892
H 1.05953 0.11858 -3.00894
H -1.26727 0.59549 -2.72750
H -2.12832 -1.24381 -3.58302
H -0.41312 -1.57199 -4.05422
H -1.72135 -2.50035 -4.68213
H -0.99354 -0.36542 1.00816
H -3.13330 -0.43812 0.77498
H -2.89326 -1.34185 -0.67873
H -4.30481 -2.08679 1.73136
H -4.28155 -2.90390 0.19549
H -3.09613 -3.32772 1.41955
H 1.40620 -3.92901 0.36275
H 1.52832 -3.91473 -1.38766
H 3.78946 -3.45052 -1.14208
H 3.56257 -4.05546 0.36156
H 3.34859 0.41001 0.41534
H 2.33890 -2.23373 2.94759
C 1.90228 3.32365 3.86367
C 2.72620 3.73330 2.64746
C 3.03591 5.23020 2.55445
O 1.95091 6.03865 2.15995
C 1.00297 6.34318 3.16828
N 2.05267 3.24765 1.43375
H 0.84468 3.55046 3.73068
H 1.98215 2.24817 4.02242
H 2.25122 3.82599 4.76643
H 3.69105 3.22234 2.72049
H 3.79013 5.36947 1.77563
H 3.46905 5.59605 3.49457
H 1.48898 6.48425 4.13822
H 0.23364 5.57249 3.25563
H 0.51670 7.27322 2.88015
H 2.65620 3.40768 0.63095
H 1.25561 3.85906 1.26716
C -5.45972 4.22762 1.71450
C -4.36692 3.48967 0.94863
C -4.58002 1.97798 0.82278
O -4.31805 1.21334 1.98065
C -5.33742 1.22379 2.96535
N -3.06752 3.82582 1.54026
H -5.33989 4.11825 2.79230
H -5.41104 5.29270 1.49375
H -6.45324 3.86955 1.43949
H -4.36974 3.86950 -0.07795
H -3.86474 1.61176 0.07871
H -5.58715 1.75778 0.44219
H -6.32994 1.23925 2.50582
H -5.23951 2.07398 3.64338
H -5.23256 0.30980 3.54808
H -2.33415 3.42747 0.96145
H -2.98402 3.33308 2.42550

Values from the calculation:
HOMO (eV): -11.12
Net charge: +1
E_LUMO (Ha): -0.130
Frontier orbital gap (hartree): 0.2785

***

Density functional theory data (ωB97M-V/def2-TZVPD) for the ion C18H23N2 with charge +1 in a non-equilibrium geometry.

Element x y z (Å)
C 1.33854 -1.08755 -4.68893
N 1.70536 -0.30613 -3.52762
C 3.01830 0.31924 -3.51157
C 0.82270 -0.14870 -2.53490
C 1.08054 0.57454 -1.40724
C 0.05761 0.78526 -0.33916
N -0.13030 -0.43763 0.44278
C -1.07852 -0.31073 1.59507
C -1.79749 -1.60661 1.86533
C -1.43588 -2.38951 2.96033
C -2.13406 -3.57293 3.23477
C -3.19877 -3.96439 2.40848
C -3.55671 -3.17703 1.30576
C -2.85685 -1.99504 1.03254
C 0.40623 1.93177 0.59569
C -0.53570 2.93596 0.83713
C -0.18848 4.05816 1.59235
C 1.11034 4.19261 2.09294
C 2.07424 3.22432 1.78415
C 1.71341 2.07432 1.06755
H 2.14982 -1.02564 -5.41272
H 1.17216 -2.13769 -4.40838
H 0.40587 -0.70886 -5.13210
H 3.51412 0.02879 -4.44443
H 2.95598 1.41848 -3.46555
H 3.62541 -0.02660 -2.66158
H -0.16209 -0.62739 -2.68742
H 2.06083 1.02918 -1.25178
H -0.93748 0.93916 -0.77530
H -0.43434 -1.20941 -0.16694
H 0.76418 -0.75934 0.82400
H -1.77157 0.47560 1.29874
H -0.47808 0.04565 2.43840
H -0.61943 -2.05324 3.60655
H -1.85658 -4.17885 4.09876
H -3.74375 -4.88918 2.62564
H -4.39298 -3.47800 0.66721
H -3.15454 -1.36118 0.19139
H -1.53735 2.84973 0.40844
H -0.93404 4.83447 1.77891
H 1.37053 5.04348 2.72724
H 3.11086 3.36459 2.10268
H 2.47797 1.32629 0.83282

Values from the calculation:
HOMO (eV): -11.00
Net charge: +1
SMILES: CN(C)/C=C/[C@@H]([NH2+]Cc1ccccc1)c1ccccc1
E_LUMO (Ha): -0.087
Frontier orbital gap (hartree): 0.3171

***

Density functional theory data (ωB97M-V/def2-TZVPD) for the ion H2N2O4P with charge -1 in a non-equilibrium geometry.

Element x y z (Å)
N 1.09670 -0.00949 1.01360
P -0.54721 0.34579 0.55667
O -1.01552 1.76508 0.39813
O -1.37950 -0.70857 1.21515
N -0.41999 -0.24129 -1.20147
O 0.68991 -0.10873 -1.75060
O -1.39677 -0.48687 -1.82193
H 1.86124 0.51821 0.65465
H 1.11115 -1.07414 0.93581

Values from the calculation:
HOMO (eV): -5.81
Net charge: -1
SMILES: N[P@](=O)([O-])[N+](=O)[O-]
E_LUMO (Ha): 0.156
Frontier orbital gap (hartree): 0.3696

***

Density functional theory data (ωB97M-V/def2-TZVPD) for a structure of composition C3H5FIN in a non-equilibrium geometry.

Element x y z (Å)
C -1.02240 2.04276 1.49031
C -2.04252 1.52472 0.80861
C 0.92681 -1.22917 1.26035
N 0.64858 -0.48341 0.33108
F -2.07965 1.20983 -0.46760
I 2.39062 0.47261 -0.28843
H -0.04659 1.87508 1.07402
H -1.34006 2.37097 2.52522
H -3.54290 1.99909 1.30676
H 1.78601 -1.49897 1.72679
H 0.02563 -1.82464 1.67041

Values from the calculation:
HOMO (eV): -9.75
E_LUMO (Ha): -0.006
Frontier orbital gap (hartree): 0.3522